(1)
Molecular formula: C17H14IN4PdS3
Method: DFT, wB97M-V/def2-TZVPD

Results
HOMO-LUMO gap in eV: 4.201
Total energy in Eh: -2495.49893
Energy relative to the best compared isomer or geometry (same formula, charge and spin) in kcal per mole: 4.17
Charge: -1

Each line ends with the Mulliken charge.
Geometry (Å):
Pd -0.958 -0.463 -1.231  0.20
S 5.328 -0.823 3.605  0.09
N 5.139 -0.601 2.013  -0.69
C 3.842 -0.659 1.772  0.76
C 3.220 -0.515 0.465  0.54
C 3.967 -0.280 -0.686  -0.48
C 3.308 -0.142 -1.884  -0.84
C 1.920 -0.250 -1.895  -0.35
N 1.199 -0.485 -0.806  0.05
C 1.826 -0.609 0.375  -0.27
C 1.011 -0.837 1.594  -0.07
N -0.307 -0.905 1.440  0.00
C -1.073 -1.102 2.490  -0.56
C -0.567 -1.242 3.786  -0.67
C 0.795 -1.172 3.964  -0.54
C 1.612 -0.967 2.852  0.34
C 3.058 -0.880 2.940  0.87
N 3.778 -0.987 4.041  -0.70
H 5.044 -0.206 -0.613  0.51
H 3.840 0.051 -2.804  0.40
H 1.355 -0.133 -2.809  0.44
H -2.139 -1.156 2.292  0.49
H -1.237 -1.403 4.620  0.40
H 1.249 -1.273 4.942  0.50
C -4.764 1.763 -2.571  -1.57
C -3.380 1.418 -2.068  0.67
S -3.098 -0.311 -1.883  -0.33
C -2.446 2.335 -1.785  0.49
C -2.665 3.818 -1.923  -1.32
S -0.849 1.872 -1.216  -0.59
H -5.400 0.878 -2.545  0.39
H -4.746 2.124 -3.604  0.30
H -5.239 2.532 -1.956  0.32
H -3.660 4.057 -2.301  0.33
H -1.929 4.251 -2.607  0.26
H -2.532 4.319 -0.959  0.25
I -2.556 -3.675 -0.466  -0.19
C -0.944 -2.523 -1.364  -1.18
H -0.919 -2.895 -2.387  0.47
H -0.081 -2.925 -0.829  0.28

---

(2)
Molecular formula: C30H58BIN2O7P
Method: DFT, wB97M-V/def2-TZVPD

Results
HOMO-LUMO gap in eV: 7.122
Total energy in Eh: -2477.81614
Charge: +1

Each line ends with the Mulliken charge.
Geometry (Å):
C 1.519 -4.981 1.160  -1.13
C 0.007 -5.113 0.696  0.39
C -0.044 -5.390 -0.849  -1.16
C 0.157 -4.072 -1.734  0.24
C -0.163 -4.475 -3.223  -0.80
C -0.865 -3.369 -4.090  -1.03
C -2.055 -2.600 -3.395  -0.66
C -3.152 -3.514 -2.722  -0.72
C -3.219 -3.479 -1.152  -0.26
C -3.081 -2.060 -0.493  -0.24
C -3.201 -2.229 1.088  -0.22
C -3.257 -0.809 1.764  -0.89
C -1.905 0.001 1.660  -0.28
C -2.207 1.504 2.075  -1.01
C -0.989 2.478 1.842  -0.08
C -1.320 3.716 0.900  -0.76
C -0.681 5.087 1.430  -0.46
C 0.397 5.686 0.450  -1.04
C 1.893 5.493 0.918  -0.23
C 2.316 3.979 0.619  0.18
C 3.734 3.682 1.194  0.52
C 3.963 3.770 2.629  -0.41
P 2.612 3.786 3.932  -0.06
O 3.387 3.963 5.424  -0.51
I 1.799 1.437 4.007  0.07
N 5.280 3.851 3.081  0.08
C 6.344 3.341 2.375  0.27
C 7.766 3.318 3.018  -1.25
C 6.110 2.805 1.032  0.37
C 7.082 1.829 0.272  -0.52
N 7.750 0.851 1.168  -0.65
C 4.882 3.296 0.365  0.21
O 4.808 3.354 -1.012  -0.72
B 5.543 4.503 -1.503  0.62
O 5.484 4.768 -2.873  -0.50
O 6.263 5.370 -0.665  -0.44
H 1.623 -5.521 2.140  0.36
H 2.232 -5.494 0.459  0.26
H 1.763 -3.894 1.251  0.27
H -0.616 -4.220 0.957  -0.51
H -0.412 -6.032 1.195  0.35
H 0.760 -6.097 -1.191  0.50
H -1.052 -5.792 -1.154  0.45
H -0.515 -3.287 -1.306  -0.24
H 1.208 -3.688 -1.596  0.47
H 0.834 -4.677 -3.713  0.41
H -0.698 -5.463 -3.252  0.42
H -1.198 -3.787 -5.081  0.30
H -0.078 -2.598 -4.328  0.34
H -2.579 -2.034 -4.220  0.34
H -1.610 -1.820 -2.733  0.39
H -4.161 -3.334 -3.185  0.36
H -2.899 -4.578 -3.006  0.39
H -2.467 -4.145 -0.648  -0.12
H -4.226 -3.889 -0.843  0.49
H -2.021 -1.713 -0.660  -0.15
H -3.762 -1.275 -0.905  0.39
H -4.063 -2.895 1.331  0.42
H -2.222 -2.695 1.398  -0.23
H -4.035 -0.200 1.227  0.35
H -3.483 -0.911 2.861  0.39
H -1.478 0.032 0.626  0.32
H -1.143 -0.423 2.367  0.07
H -3.160 1.877 1.611  0.40
H -2.398 1.478 3.185  0.23
H -0.661 2.922 2.821  0.18
H -0.148 1.925 1.344  0.20
H -2.420 3.864 0.747  0.46
H -0.900 3.513 -0.127  0.25
H -0.263 4.971 2.470  0.30
H -1.553 5.794 1.505  0.35
H 0.252 6.789 0.307  0.37
H 0.292 5.218 -0.564  0.44
H 2.030 5.631 2.020  0.23
H 2.558 6.221 0.384  0.33
H 2.197 3.741 -0.463  0.70
H 1.588 3.345 1.201  -0.83
H 3.800 3.098 5.635  0.40
H 5.502 4.246 4.001  0.40
H 8.059 2.279 3.271  0.27
H 8.512 3.794 2.329  0.33
H 7.717 3.926 3.963  0.38
H 6.452 1.245 -0.461  0.33
H 7.806 2.455 -0.299  0.28
H 7.232 0.823 2.046  0.31
H 8.690 1.167 1.409  0.31
H 6.095 4.197 -3.375  0.32
H 7.220 5.217 -0.724  0.31
C -6.939 -2.180 -1.219  -0.54
O -7.588 -3.390 -1.602  -0.32
C -8.430 -3.257 -2.635  0.77
O -8.663 -2.237 -3.229  -0.54
O -8.966 -4.455 -2.889  -0.32
C -9.892 -4.465 -3.976  -0.63
H -6.285 -2.405 -0.378  0.06
H -6.330 -1.794 -2.038  0.27
H -7.669 -1.436 -0.898  0.45
H -9.400 -4.169 -4.903  0.29
H -10.739 -3.812 -3.765  0.29
H -10.258 -5.484 -4.086  0.23